Record 1
Computed, not measured: a 2-piece molecular cluster, C5H12O2S overall in a non-equilibrium geometry, with ωB97M-V/def2-TZVPD.

Each line ends with the Mulliken charge.
CARTESIAN COORDINATES (ANGSTROEM)
S1 0.60991 1.09402 1.98862  -0.124
O1 -3.45783 -1.92765 0.13888  -0.628
O2 -1.43983 -0.80532 -2.55787  -0.463
C1 -0.70771 -0.89607 -1.60774  0.098
C2 0.25876 1.17752 0.21637  -0.672
C3 0.75443 -0.53075 -1.75625  -0.648
C4 1.26030 0.62059 -0.79308  -0.528
C5 2.28799 0.49490 2.21954  -0.900
H1 2.56564 -0.45824 1.76701  0.317
H2 1.36402 -1.38660 -1.47343  0.293
H3 3.01559 1.24290 1.88626  0.318
H4 -3.38329 -0.96737 0.24807  0.332
H5 0.07665 2.24053 0.00782  0.387
H6 2.45560 0.43423 3.29265  0.298
H7 -2.73686 -2.08203 -0.48375  0.360
H8 0.81811 -0.17892 -2.77513  0.272
H9 -1.11411 -1.01942 -0.58856  0.328
H10 -0.78287 0.92636 0.04335  0.286
H11 1.47874 1.42514 -1.48902  0.243
H12 2.18801 0.28589 -0.35603  0.432

The calculation puts the total energy at -746.31762 Ha. As for the structure (SMILES): CSCCCC=O.O. The HOMO energy comes out at -8.67 eV. The orbital gap comes out at 9.3 eV.

Record 2
Computed, not measured: one molecule with the formula C2H3NO2S in a non-equilibrium geometry, with ωB97M-V/def2-TZVPD.

Each line ends with the Mulliken charge.
CARTESIAN COORDINATES (ANGSTROEM)
S1 0.23445 -1.37974 -0.77904  0.124
O1 -1.04921 2.09831 1.95619  -0.430
O2 -0.91917 -1.24405 0.80496  -0.368
N1 -0.63417 -0.14011 1.49584  -0.135
C1 -1.03616 0.97614 1.65374  0.555
C2 0.56154 0.05265 -1.44474  -0.515
H1 1.41239 0.83242 -1.35041  0.259
H2 1.24467 -1.32278 0.03454  0.204
H3 0.18566 0.12716 -2.37109  0.307

The calculation puts the total energy at -681.24182 Ha. The HOMO energy comes out at -8.89 eV. The orbital gap comes out at 8.8 eV.

Record 3
Computed, not measured: one molecule with the formula C4H8N2O in a non-equilibrium geometry, with ωB97M-V/def2-TZVPD.

Each line ends with the Mulliken charge.
CARTESIAN COORDINATES (ANGSTROEM)
O1 2.60926 -1.48357 -0.00962  -0.325
N1 -0.41913 1.32523 0.25426  -0.529
N2 1.79197 -0.97153 -0.76099  -0.104
C1 -0.58627 0.05916 -0.49517  0.203
C2 0.77684 -0.45302 0.10992  0.171
C3 0.97367 1.01052 0.58669  -0.617
C4 -1.85322 -0.70369 -0.17497  -1.403
H1 -1.90710 -0.87071 0.90320  0.319
H2 -2.74383 -0.14337 -0.48274  0.348
H3 1.31283 -1.10188 0.95581  0.482
H4 -1.85871 -1.67091 -0.68879  0.328
H5 1.74430 1.55248 0.03198  0.310
H6 -0.52176 2.16990 -0.29799  0.270
H7 1.18829 1.07045 1.66135  0.252
H8 -0.50713 0.21096 -1.59295  0.297

The calculation puts the total energy at -341.79631 Ha. As for the structure (SMILES): C[C@H]1NC[C@@H]1N=O. The HOMO energy comes out at -9.39 eV. The orbital gap comes out at 9.1 eV.

Record 4
Computed, not measured: a 2-piece molecular cluster, C4H10NO3 overall in a non-equilibrium geometry, with ωB97M-V/def2-TZVPD.

Each line ends with the Mulliken charge.
CARTESIAN COORDINATES (ANGSTROEM)
O1 0.70217 -1.92059 0.00078  -0.778
O2 2.39941 -1.14933 -1.24303  -0.740
O3 -0.83562 -1.82369 2.12635  -0.726
N1 -2.02574 2.65943 0.27423  -0.585
C1 1.27681 -1.05726 -0.71558  0.445
C2 -0.68313 2.17826 0.03424  -0.446
C3 -0.58055 0.65733 -0.12490  -0.212
C4 0.45307 0.21380 -1.17169  -0.640
H1 0.05783 2.45663 0.80468  0.247
H2 -0.42859 -2.40532 2.76501  0.257
H3 1.21053 0.99916 -1.23161  0.268
H4 0.09727 -0.04915 -2.16338  0.241
H5 -1.57266 0.23071 -0.33399  0.340
H6 -0.33495 0.16478 0.81357  0.195
H7 -0.21744 2.64666 -0.84402  0.236
H8 -0.35798 -1.89228 1.24836  0.499
H9 -2.03999 3.45452 0.89020  0.187
H10 -2.69168 1.94931 0.52652  0.213

The calculation puts the total energy at -438.95183 Ha. As for the total charge: -1. The HOMO energy comes out at -4.35 eV. The orbital gap comes out at 8.2 eV.

Record 5
Computed, not measured: C5H10O as an isolated structure in a non-equilibrium geometry, with ωB97M-V/def2-TZVPD.

Each line ends with the Mulliken charge.
CARTESIAN COORDINATES (ANGSTROEM)
O1 2.41177 -1.09709 0.62082  -0.745
C1 0.26518 0.11653 0.60222  0.126
C2 -1.41318 -0.91760 -0.29569  -1.037
C3 -0.18292 1.55089 0.58496  -1.278
C4 0.39076 -0.66550 -0.88119  -0.773
C5 1.69533 -0.20706 0.08584  0.008
H1 0.06056 -0.48636 1.47735  0.486
H2 -2.00385 -0.29335 0.36729  0.379
H3 0.23007 -0.00522 -1.72671  0.358
H4 -1.42274 -1.94309 0.06096  0.374
H5 -1.81622 -0.83731 -1.30036  0.338
H6 -1.25073 1.66994 0.79093  0.384
H7 0.49601 -1.73415 -1.02163  0.394
H8 0.02285 2.02873 -0.37561  0.313
H9 0.38947 2.09691 1.34001  0.336
H10 2.12764 0.72372 -0.32918  0.338

The calculation puts the total energy at -271.55935 Ha. The HOMO energy comes out at -7.44 eV. The orbital gap comes out at 7.8 eV.

Record 6
Computed, not measured: C34H27As2N2O4Rb as an isolated structure in a non-equilibrium geometry, with ωB97M-V/def2-TZVPD.

Each line ends with the Mulliken charge.
CARTESIAN COORDINATES (ANGSTROEM)
Rb1 1.18922 -0.59762 -0.77143  0.537
As1 -0.09778 2.79255 1.87492  0.828
As2 0.81002 2.56714 -1.57088  1.009
O1 -0.76121 -2.26912 -1.36356  -0.773
O2 -1.81643 -6.94454 2.16951  -0.737
O3 -1.82411 -6.11000 4.27278  -0.751
O4 1.20031 -3.32351 -1.03826  -0.748
N1 3.60201 0.72436 -0.75951  -0.699
N2 -0.16944 -2.23332 1.57633  -0.098
C1 -0.89067 -3.64997 3.37670  -0.819
C2 3.72208 1.44773 2.94034  -0.571
C3 1.47193 4.49554 -3.71741  -0.129
C4 -2.29273 5.06179 5.42643  -0.421
C5 -2.76563 5.14676 4.12292  -0.566
C6 -0.94132 3.75247 3.35353  0.105
C7 0.00819 4.34469 0.67113  -1.243
C8 -1.15088 4.31894 5.69264  -0.569
C9 1.74251 2.76051 2.51064  0.128
C10 -0.43691 -2.44762 2.87135  -0.096
C11 -1.08200 -4.72209 2.51116  0.189
C12 -0.34124 -3.27137 0.74492  0.895
C13 4.40537 2.59423 3.30759  -0.398
C14 -1.59708 -6.07704 3.04082  0.463
C15 3.18463 1.81102 -0.76874  -0.135
C16 -1.06877 2.98044 -2.25039  0.239
C17 -2.10476 2.74736 -1.33619  -0.331
C18 -0.47796 3.66876 4.66333  -0.393
C19 -3.44422 2.84030 -1.69868  -0.872
C20 2.39155 1.53366 2.53905  -0.582
C21 -0.78690 -4.51960 1.17388  -0.535
C22 -1.44375 3.25590 -3.56848  -0.329
C23 0.04119 -2.97408 -0.69766  -0.139
C24 2.43825 3.91359 2.87829  -0.047
C25 -2.09749 4.48965 3.09700  -0.423
C26 -2.78305 3.34141 -3.94327  -0.663
C27 0.99681 4.20367 -0.47601  -1.184
C28 3.03701 4.12436 -5.50953  -0.379
C29 -3.79001 3.14467 -3.00891  -0.408
C30 2.66677 2.42793 -3.83659  -0.526
C31 3.30350 2.86372 -4.99242  -0.638
C32 2.11648 4.94260 -4.86584  -0.724
C33 1.73971 3.23614 -3.18571  0.243
C34 3.76310 3.83230 3.27622  -0.613
H1 -4.83154 3.20245 -3.30260  0.355
H2 0.41448 3.09667 4.88624  0.391
H3 -0.68761 3.40106 -4.32732  0.329
H4 1.89163 5.92707 -5.25915  0.351
H5 -1.10561 -3.78671 4.42744  0.418
H6 5.44530 2.53181 3.60318  0.332
H7 0.23512 5.22709 1.27028  0.691
H8 -3.03645 3.54644 -4.97753  0.378
H9 4.29829 4.73195 3.55663  0.357
H10 -2.81349 5.56913 6.22953  0.344
H11 0.90370 5.06409 -1.13287  0.472
H12 -0.77747 4.24188 6.70691  0.370
H13 -0.28767 -1.59892 3.53266  0.410
H14 -1.00286 4.47336 0.28146  0.615
H15 -3.66004 5.71777 3.90350  0.381
H16 -4.21535 2.64033 -0.96398  0.405
H17 -1.86847 2.43478 -0.32528  0.417
H18 4.22183 0.48710 2.93366  0.398
H19 2.91230 1.45674 -3.42510  0.362
H20 1.94210 4.87753 2.85885  0.332
H21 2.02603 4.15469 -0.12439  0.518
H22 3.54326 4.46755 -6.40426  0.352
H23 4.02101 2.21553 -5.48095  0.375
H24 0.73582 5.13581 -3.24869  0.297
H25 1.86628 0.63671 2.23185  0.482
H26 -0.91263 -5.33877 0.47874  0.470
H27 -2.48566 4.55721 2.08721  0.298

The calculation puts the total energy at -6218.01230 Ha. As for the total charge: -2. The HOMO energy comes out at -2.82 eV. The orbital gap comes out at 6.5 eV.